No. 1
2 unconnected molecules or ions with the total composition C4H7NOSi in a non-equilibrium geometry, computed with ωB97M-V/def2-TZVPD.

```
14
Properties=species:S:1:pos:R:3:lowdin_charge:R:1
C -2.713 -0.753 -0.052 -0.181
C -2.743 0.465 0.540 -0.211
C -0.870 0.245 -0.472 -0.245
C 2.504 -0.630 0.413 -0.273
N -1.507 -0.890 -0.712 0.012
O -1.647 1.110 0.252 -0.064
Si 1.963 0.804 -0.649 0.871
H -3.425 -1.543 -0.071 0.084
H -3.552 1.057 1.127 0.147
H 2.065 -0.550 1.410 0.040
H 2.250 -1.444 -0.121 -0.021
H 3.539 -0.763 0.683 0.028
H 1.360 2.044 -0.400 -0.126
H 2.775 0.848 -1.947 -0.062
```

Computed properties:
**Strongest force on any atom**: 4.35 eV Å⁻¹
**Frontier orbital gap**: 0.275 Ha
**Highest occupied orbital energy**: -8.244 eV

No. 2
A molecular structure, C4H7NS in a non-equilibrium geometry, computed with ωB97M-V/def2-TZVPD.

```
13
Properties=species:S:1:pos:R:3:lowdin_charge:R:1
C -1.516 0.448 -0.363 -0.183
C -1.058 -0.635 0.589 -0.093
C -0.026 -0.876 -0.762 -0.642
C 1.663 0.874 0.420 -0.335
N -0.726 0.261 -1.373 0.017
S 1.702 -0.769 -0.427 0.803
H -2.425 1.053 -0.431 0.107
H -0.589 -0.176 1.551 0.117
H -1.774 -1.441 0.654 0.080
H -0.171 -1.826 -1.326 0.096
H 1.481 0.562 1.428 0.013
H 0.821 1.309 -0.121 0.019
H 2.616 1.216 0.161 0.003
```

Computed properties:
**Strongest force on any atom**: 3.11 eV Å⁻¹
**Frontier orbital gap**: 0.348 Ha
**Highest occupied orbital energy**: -8.518 eV

No. 3
2 unconnected molecules or ions with the total composition C4H7NS2 in a non-equilibrium geometry, computed with ωB97M-V/def2-TZVPD.

```
14
Properties=species:S:1:pos:R:3:lowdin_charge:R:1
C 0.791 -0.816 -0.824 -0.206
C 1.166 -1.896 -0.093 -0.390
C 0.660 0.348 -0.038 -0.789
C -2.167 0.593 0.271 -0.011
N 0.956 0.095 1.249 -0.381
S 1.399 -1.497 1.579 0.930
S 1.003 2.011 -0.699 0.744
H 0.666 -0.776 -1.851 0.087
H 1.282 -2.821 -0.497 0.032
H -2.048 1.449 -0.489 -0.015
H -2.185 0.943 1.336 -0.009
H -2.525 -0.421 -0.181 0.022
H 0.739 0.859 1.998 0.160
H 0.261 1.930 -1.763 -0.174
```

Computed properties:
**Strongest force on any atom**: 4.15 eV Å⁻¹
**Frontier orbital gap (alpha / beta)**: 0.314 / 0.226 Ha
**Highest occupied orbital energy (alpha / beta)**: -7.982 / -5.664 eV

No. 4
C4H7NS2 in the gas phase in a non-equilibrium geometry, computed with ωB97M-V/def2-TZVPD.

```
14
Properties=species:S:1:pos:R:3:lowdin_charge:R:1
S -2.542 -2.103 -1.407 0.571
C -1.223 -1.268 -0.861 -0.907
C -0.039 -0.562 -1.486 -0.101
C 0.418 -0.193 -0.020 -0.380
C 0.671 1.213 0.433 -0.509
S 0.515 1.347 2.287 0.634
N -0.972 -0.684 0.322 -0.017
H 0.744 -1.306 -1.774 0.119
H -0.250 0.175 -2.234 0.112
H 1.112 -0.930 0.378 0.129
H 1.613 1.693 -0.051 0.120
H -0.284 1.825 0.340 0.068
H 1.865 1.101 2.778 -0.088
H -1.628 -0.307 1.295 0.248
```

Computed properties:
**Strongest force on any atom**: 5.20 eV Å⁻¹
**Frontier orbital gap**: 0.317 Ha
**SMILES string**: S=C1C[C@@H](CS)N1
**Highest occupied orbital energy**: -8.273 eV

No. 5
A molecular structure, C4H7NaO in a non-equilibrium geometry, computed with ωB97M-V/def2-TZVPD.

```
13
Properties=species:S:1:pos:R:3:mulliken_spin:R:1
O -0.995 0.942 1.983 0.001
C -0.686 -0.285 1.358 0.009
C -0.766 -0.092 -0.142 0.076
H -0.782 0.886 2.918 0.000
H -1.391 -1.075 1.671 0.000
H 0.330 -0.622 1.632 -0.005
H -1.122 0.910 -0.412 -0.002
H -1.461 -0.817 -0.590 -0.009
C 1.657 0.572 -1.296 0.905
C 0.720 -0.289 -0.990 -0.165
H 1.629 -0.914 -0.461 0.106
H 2.667 0.594 -1.712 0.063
Na 0.201 0.190 -3.960 0.021
```

Computed properties:
**Strongest force on any atom**: 4.09 eV Å⁻¹
**⟨S²⟩**: 0.76
**Frontier orbital gap (alpha / beta)**: 0.250 / 0.301 Ha
**Net charge**: +1
**Highest occupied orbital energy (alpha / beta)**: -11.686 / -13.309 eV
**Multiplicity**: 2

No. 6
A gas-phase ion, C4H7O2 (charge -1) in a non-equilibrium geometry, computed with ωB97M-V/def2-TZVPD.

```
13
Properties=species:S:1:pos:R:3:lowdin_charge:R:1
C 2.435 -0.828 -0.699 -0.156
C 0.936 -0.949 -0.311 -0.274
C 0.293 0.083 0.689 -0.137
C -1.104 0.604 0.205 -0.790
O -1.587 1.561 0.806 -0.081
O -1.676 -0.135 -0.614 -0.094
H 2.747 0.147 -1.103 0.050
H 2.988 -0.999 0.251 0.062
H 2.680 -1.533 -1.528 0.058
H 0.211 -0.961 -1.136 0.080
H 0.981 -1.928 0.290 0.102
H 0.148 -0.541 1.564 0.085
H 0.981 0.940 0.814 0.095
```

Computed properties:
**Strongest force on any atom**: 1.96 eV Å⁻¹
**Frontier orbital gap**: 0.290 Ha
**Net charge**: -1
**SMILES string**: CCCC(=O)[O-]
**Highest occupied orbital energy**: -3.839 eV

No. 7
A molecular structure, C4H7O2S in a non-equilibrium geometry, computed with ωB97M-V/def2-TZVPD.

```
14
Properties=species:S:1:pos:R:3:lowdin_charge:R:1
O -2.085 0.691 -1.054 -0.090
C -1.376 -0.296 -1.372 -0.771
O -0.917 -0.613 -2.482 -0.068
C -0.888 -1.097 -0.124 -0.141
C 0.475 -0.462 0.193 -0.278
C 0.460 1.030 0.427 -0.109
S 2.926 1.374 1.973 0.069
H -0.680 -2.159 -0.268 0.096
H -1.617 -1.001 0.679 0.095
H 1.035 -1.022 0.949 0.092
H 1.121 -0.672 -0.669 0.111
H 1.476 1.280 0.894 -0.197
H 0.277 1.695 -0.409 0.100
H -0.207 1.252 1.262 0.094
```

Computed properties:
**Strongest force on any atom**: 1.88 eV Å⁻¹
**Frontier orbital gap**: 0.175 Ha
**Net charge**: -1
**Highest occupied orbital energy**: -4.467 eV

No. 8
A gas-phase ion, C4H7O2Si (charge -1) in a non-equilibrium geometry, computed with ωB97M-V/def2-TZVPD.

```
14
Properties=species:S:1:pos:R:3:lowdin_charge:R:1
C 0.957 -1.031 0.097 -0.051
C -0.436 -0.324 -0.256 -0.214
C 2.040 -0.137 -0.024 -0.698
C -1.711 -1.149 -0.358 -0.184
O 1.758 1.112 -0.127 -0.161
O 3.176 -0.676 -0.124 -0.029
Si 0.177 1.627 0.160 0.299
H 1.202 -2.013 0.420 0.064
H -2.415 -0.706 0.433 0.074
H -1.871 -2.208 -0.211 0.037
H -2.221 -0.920 -1.349 0.068
H -0.794 2.204 -0.894 -0.072
H 0.777 2.902 0.734 -0.093
H -0.637 1.321 1.499 -0.041
```

Computed properties:
**Strongest force on any atom**: 8.16 eV Å⁻¹
**Frontier orbital gap**: 0.291 Ha
**Net charge**: -1
**Highest occupied orbital energy**: -4.057 eV